108
Properties=species:S:1:pos:R:3 method="wB97M-V/def2-TZVPD" charge=-2 homo_energy_ev=-3.1 de_lowest_kj_mol=433.7 e_tot_ev=-128739.9946 molar_mass_g_mol=991.627 gap_ha=0.1827 largest_force_ev_per_a=7.88
O -0.202 1.224 -0.237
V -1.415 2.101 -0.845
O -1.073 3.645 -0.642
P -3.769 1.514 -1.496
O -3.666 2.642 -0.520
O -2.731 0.444 -1.035
O -3.064 2.193 -2.727
O -5.206 0.962 -1.752
C 1.766 1.523 2.568
O 1.675 1.039 3.966
C 1.018 -0.239 4.034
C 0.471 -0.564 5.465
O 1.575 -0.621 6.390
C 1.295 -0.290 7.690
H 2.543 2.268 2.400
H 0.885 1.892 2.042
H 2.087 0.782 1.835
H 1.663 -1.049 3.694
H 0.252 -0.316 3.263
H -0.219 -1.408 5.478
H -0.121 0.343 5.589
H 0.873 0.714 7.718
H 2.106 -0.388 8.412
H 0.589 -1.013 8.097
C 3.649 -4.478 -2.697
O 4.303 -3.368 -2.124
C 4.329 -2.200 -3.047
C 4.491 -0.841 -2.307
O 3.449 -0.187 -1.687
C 2.696 -0.994 -0.842
H 2.638 -4.194 -2.988
H 3.549 -5.443 -2.199
H 4.235 -4.756 -3.574
H 3.455 -2.083 -3.688
H 5.114 -2.171 -3.802
H 4.990 -0.129 -2.965
H 5.223 -1.039 -1.524
H 1.940 -0.310 -0.457
H 3.248 -1.313 0.042
H 2.201 -1.824 -1.348
C 3.728 4.952 0.049
O 3.808 5.584 1.081
N 2.623 4.830 -0.655
C 2.434 3.696 -1.492
C 1.543 5.785 -0.645
H 4.538 4.297 -0.306
H 3.329 3.243 -1.919
H 1.925 3.927 -2.428
H 1.949 2.903 -0.923
H 0.552 5.331 -0.636
H 1.592 6.388 0.262
H 1.563 6.434 -1.520
C -5.059 2.190 3.921
C -4.355 2.487 2.844
C -2.877 2.204 2.755
O -2.055 2.452 1.856
C -2.256 1.658 4.002
C -3.009 1.452 5.106
C -4.501 1.777 5.216
O -5.234 1.669 6.194
O -2.416 0.938 6.250
O -4.920 2.851 1.660
H -6.096 2.478 3.842
H -1.209 1.437 3.851
H -3.038 0.996 6.979
H -4.282 2.679 0.963
C -2.247 -2.452 3.932
C -1.206 -2.996 3.368
C -0.675 -2.657 1.963
O 0.406 -3.017 1.482
C -1.604 -1.691 1.358
C -2.773 -1.224 1.909
C -3.216 -1.577 3.327
O -4.214 -1.193 3.887
O -3.572 -0.353 1.236
O -0.478 -3.928 4.030
H -2.382 -2.577 4.996
H -1.369 -1.220 0.415
H -3.235 0.003 0.410
H 0.407 -3.954 3.658
C -0.156 0.087 -5.817
C -0.611 0.900 -4.835
C 0.262 1.593 -3.876
O -0.091 2.279 -2.920
C 1.673 1.306 -4.156
C 2.065 0.497 -5.187
C 1.226 -0.250 -6.102
O 1.637 -0.925 -7.016
O 3.448 0.297 -5.447
O -2.012 0.944 -4.624
H -0.978 -0.340 -6.372
H 2.491 1.697 -3.569
H 3.528 -0.386 -6.117
H -2.308 1.486 -3.889
C -2.705 -3.774 -3.094
C -2.212 -2.710 -2.443
C -0.834 -2.075 -2.679
O -0.451 -0.989 -2.198
C 0.035 -2.891 -3.599
C -0.521 -4.028 -4.190
C -1.894 -4.570 -4.037
O -2.377 -5.585 -4.505
O 0.219 -4.742 -5.080
O -2.901 -2.086 -1.425
H -3.653 -4.228 -2.844
H 1.051 -2.655 -3.879
H -0.262 -5.532 -5.338
H -2.628 -1.190 -1.217

118
Properties=species:S:1:pos:R:3 method="wB97M-V/def2-TZVPD" charge=-3 homo_energy_ev=-0.5 e_tot_ev=-101539.1783 molar_mass_g_mol=993.795 gap_ha=0.2121 largest_force_ev_per_a=8.62
In -23.929 -5.809 -7.540
S -22.629 -4.338 -10.384
O -21.482 -5.076 -10.884
O -22.544 -2.880 -10.335
O -23.839 -4.665 -11.174
O -22.702 -4.747 -8.955
C -25.933 -8.650 -5.443
C -25.803 -8.127 -3.968
C -25.674 -9.260 -2.956
O -24.768 -7.176 -3.836
H -25.010 -9.196 -5.616
H -26.005 -7.790 -6.126
H -26.849 -9.250 -5.561
H -26.731 -7.590 -3.745
H -26.463 -9.970 -3.097
H -25.795 -8.842 -1.931
H -24.695 -9.701 -2.912
P -19.847 -4.349 -4.583
O -21.143 -4.831 -4.154
O -20.024 -3.158 -6.097
O -19.609 -4.437 -6.450
O -18.603 -4.151 -3.776
C -15.718 -10.001 -5.783
C -16.778 -10.085 -4.703
N -16.721 -8.910 -3.833
C -18.077 -8.440 -3.458
C -18.859 -7.822 -4.620
C -15.917 -9.073 -2.636
C -15.314 -7.786 -2.066
H -14.789 -9.912 -5.219
H -15.915 -9.117 -6.388
H -15.677 -10.876 -6.420
H -17.793 -10.172 -5.076
H -16.641 -11.029 -4.088
H -18.573 -9.271 -2.956
H -17.864 -7.700 -2.660
H -18.793 -8.486 -5.483
H -19.900 -7.782 -4.298
H -18.469 -6.846 -4.856
H -15.128 -9.817 -2.776
H -16.665 -9.557 -1.974
H -14.977 -8.033 -1.062
H -15.924 -6.914 -2.099
H -14.438 -7.541 -2.696
F -21.911 -9.492 -6.645
C -21.563 -9.838 -5.387
C -22.114 -9.068 -4.383
C -21.790 -9.385 -3.084
C -20.866 -10.402 -2.838
C -20.229 -11.043 -3.875
C -20.647 -10.792 -5.165
H -22.849 -8.260 -4.580
H -22.152 -8.792 -2.254
H -20.451 -10.540 -1.860
H -19.411 -11.733 -3.675
H -20.315 -11.347 -6.071
F -21.238 -7.382 -9.083
C -20.054 -7.858 -9.453
C -19.541 -7.482 -10.693
C -18.292 -8.023 -11.080
C -17.665 -8.931 -10.237
C -18.186 -9.300 -9.002
C -19.391 -8.738 -8.563
H -20.084 -6.764 -11.306
H -17.740 -7.714 -11.974
H -16.693 -9.395 -10.525
H -17.667 -10.006 -8.329
H -19.877 -8.982 -7.637
N -25.776 -2.717 -10.611
C -26.794 -2.437 -11.439
C -27.320 -1.234 -11.036
C -26.533 -0.851 -9.891
C -25.596 -1.852 -9.605
H -25.094 -3.489 -10.828
H -27.069 -3.150 -12.229
H -28.125 -0.701 -11.481
H -26.662 0.021 -9.243
H -24.836 -1.932 -8.831
N -25.495 -12.298 -8.629
C -25.594 -12.841 -7.389
C -24.311 -12.746 -6.832
C -23.463 -12.104 -7.741
C -24.280 -11.778 -8.819
H -26.251 -12.090 -9.266
H -26.491 -13.311 -7.073
H -24.033 -12.990 -5.837
H -22.423 -11.905 -7.546
H -24.130 -11.270 -9.755
N -22.901 -5.160 -1.670
C -22.574 -3.910 -1.183
C -23.383 -3.664 -0.091
C -24.248 -4.818 0.024
C -23.922 -5.667 -0.975
H -22.428 -5.516 -2.532
H -21.904 -3.252 -1.737
H -23.390 -2.686 0.373
H -25.000 -5.031 0.772
H -24.290 -6.608 -1.373
N -25.190 -7.180 -10.125
C -26.320 -6.524 -9.736
C -27.021 -7.393 -8.947
C -26.261 -8.612 -8.856
C -25.104 -8.412 -9.574
H -24.474 -6.698 -10.653
H -26.532 -5.510 -10.059
H -28.007 -7.205 -8.556
H -26.441 -9.545 -8.364
H -24.186 -8.978 -9.640
N -25.516 -4.851 -4.498
C -26.586 -4.445 -5.207
C -26.187 -3.360 -6.019
C -24.813 -3.200 -5.810
C -24.432 -4.135 -4.875
H -25.330 -5.885 -4.144
H -27.556 -4.909 -5.128
H -26.762 -2.781 -6.723
H -24.159 -2.427 -6.201
H -23.426 -4.379 -4.575

19
Properties=species:S:1:pos:R:3 method="wB97M-V/def2-TZVPD" charge=0 homo_energy_ev=-10.0 de_lowest_kj_mol=104.8 smiles=C[C@@H]1C[C@@H]1[C@@H](C)O e_tot_ev=-8463.2676 molar_mass_g_mol=100.161 gap_ha=0.4062 largest_force_ev_per_a=0.31
C 2.048 -0.331 0.557
C 0.736 -0.237 1.325
C -0.317 -1.294 1.145
C -0.565 0.086 0.611
C -0.474 0.468 -0.852
C -1.745 0.404 -1.688
O -0.023 1.819 -0.929
H 2.027 -1.134 -0.189
H 2.875 -0.544 1.243
H 2.286 0.599 0.024
H 0.837 0.174 2.329
H -0.098 -2.094 0.440
H -0.899 -1.604 2.010
H -1.278 0.689 1.176
H 0.264 -0.197 -1.330
H -2.154 -0.610 -1.739
H -1.491 0.730 -2.704
H -2.512 1.086 -1.304
H 0.483 1.992 -0.125

19
Properties=species:S:1:pos:R:3 method="wB97M-V/def2-TZVPD" charge=+1 homo_energy_ev=-13.9 de_lowest_kj_mol=117.4 e_tot_ev=-11394.9071 molar_mass_g_mol=119.144 gap_ha=0.3800 largest_force_ev_per_a=0.69
N 2.212 -0.441 0.386
C 1.481 -0.979 1.440
O 1.004 -0.052 2.298
O 1.233 -2.140 1.581
H 1.677 0.279 -0.056
H 2.416 -1.170 -0.271
H 1.514 0.761 2.208
C 0.200 1.545 -1.575
C -0.838 0.920 -0.697
C -1.107 -0.378 -0.671
N -2.099 -0.879 0.315
H 0.659 0.818 -2.236
H -0.212 2.354 -2.175
H 0.957 2.014 -0.942
H -1.388 1.523 0.022
H -0.682 -1.159 -1.283
H -2.688 -0.106 0.628
H -2.708 -1.584 -0.085
H -1.632 -1.325 1.112

62
Properties=species:S:1:pos:R:3 method="wB97M-V/def2-TZVPD" charge=+3 homo_energy_ev=-17.7 de_lowest_kj_mol=56.3 e_tot_ev=-117468.1978 molar_mass_g_mol=560.763 gap_ha=0.2725 largest_force_ev_per_a=0.63
Ga 0.043 -0.135 -1.282
C 2.444 -2.298 -1.413
C 2.629 -1.283 -2.347
C 1.635 -1.023 -3.295
C 0.453 -1.780 -3.294
C 0.211 -2.683 -2.256
C 1.224 -2.954 -1.327
H 3.261 -2.571 -0.758
H 3.567 -0.747 -2.392
H 1.816 -0.305 -4.085
H -0.253 -1.682 -4.107
H -0.707 -3.258 -2.234
H 1.065 -3.718 -0.578
Cl -0.379 2.351 -0.440
C -0.218 2.228 1.312
C -0.565 3.331 2.065
C -0.435 3.249 3.445
C 0.036 2.087 4.041
C 0.380 0.996 3.262
C 0.254 1.047 1.867
P 0.738 -0.457 0.996
C 2.471 -0.666 1.315
C 3.267 0.488 1.365
C 4.621 0.375 1.618
C 5.183 -0.878 1.833
C 4.396 -2.024 1.798
C 3.044 -1.927 1.525
C -0.290 -1.815 1.533
C -1.470 -2.107 0.844
C -2.328 -3.086 1.309
C -2.009 -3.784 2.469
C -0.845 -3.495 3.166
C 0.019 -2.512 2.706
H -0.917 4.235 1.592
H -0.701 4.102 4.053
H 0.140 2.031 5.115
H 0.756 0.103 3.741
H 2.829 1.469 1.231
H 5.237 1.261 1.667
H 6.241 -0.962 2.036
H 4.839 -2.990 1.989
H 2.437 -2.822 1.503
H -1.740 -1.570 -0.070
H -3.238 -3.313 0.774
H -2.673 -4.556 2.829
H -0.607 -4.035 4.070
H 0.915 -2.291 3.267
C -1.763 3.368 -4.189
N -2.657 2.790 -3.197
C -3.857 3.529 -2.759
C -4.512 2.575 -1.740
N -3.529 1.481 -1.666
C -2.557 1.657 -2.552
S -1.357 0.426 -2.974
H -2.344 3.615 -5.076
H -0.987 2.654 -4.452
H -1.316 4.275 -3.786
H -4.488 3.733 -3.625
H -3.547 4.478 -2.320
H -5.469 2.186 -2.089
H -4.648 3.031 -0.760
H -3.745 0.575 -1.277

17
Properties=species:S:1:pos:R:3 method="wB97M-V/def2-TZVPD" charge=0 homo_energy_ev=-9.0 de_lowest_kj_mol=287.3 e_tot_ev=-12491.1354 molar_mass_g_mol=128.127 gap_ha=0.3236 largest_force_ev_per_a=0.97
C -1.448 0.923 -0.948
C 1.320 0.454 1.631
C 0.190 -1.403 -0.166
C -1.240 -0.953 -1.281
C -0.267 1.157 -0.225
C 0.043 0.307 0.840
O 1.298 -1.356 -0.982
O 0.011 -2.357 0.539
O -1.940 -1.588 -1.944
H 1.340 -0.504 -1.436
H -1.618 1.449 -1.882
H -2.356 0.738 -0.381
H 0.542 1.696 -0.714
H -0.805 -0.040 1.426
H 1.583 -0.490 2.108
H 2.152 0.764 0.997
H 1.195 1.204 2.416

131
Properties=species:S:1:pos:R:3 method="wB97M-V/def2-TZVPD" charge=+1 homo_energy_ev=-11.8 de_lowest_kj_mol=0.0 e_tot_ev=-707081.7701 molar_mass_g_mol=2485.247 gap_ha=0.3298 largest_force_ev_per_a=2.92
C -2.874 -1.642 2.279
C -1.821 -2.293 3.187
C -0.973 -3.292 2.369
C 0.446 -2.819 1.978
C 1.323 -2.503 3.205
C 1.430 -3.770 4.068
C 0.530 -3.818 5.283
C 0.135 -2.720 6.039
C -0.663 -2.852 7.168
C -1.108 -4.099 7.589
C -0.748 -5.201 6.821
C 0.068 -5.083 5.695
C 0.396 -6.360 4.947
N 2.635 -1.894 2.781
P 3.574 -2.825 1.502
C 3.865 -4.566 2.033
C 5.272 -2.100 1.367
P 3.820 -1.637 4.225
O 2.866 -1.418 5.509
Cl 4.686 0.196 3.940
C 2.305 -0.546 2.175
C 1.094 -0.520 1.190
C 1.606 0.175 -0.067
O 0.506 0.630 -0.855
C 0.834 1.624 -1.714
F 2.014 1.419 -2.318
F -0.079 1.719 -2.661
F 0.916 2.807 -1.068
C 0.009 0.408 1.866
C 0.408 1.862 1.926
O 1.478 2.271 2.229
Cl -0.865 3.010 1.469
N 0.408 -1.786 0.926
C 0.518 -2.318 -0.396
O 1.478 -2.821 -0.882
N -0.725 -2.249 -1.166
C -0.471 -2.193 -2.545
O -1.007 -2.891 -3.328
F 0.388 -1.272 -2.935
H -3.532 -2.447 1.942
H -3.521 -0.943 2.805
H -2.452 -1.211 1.372
H -1.244 -1.578 3.770
H -2.385 -2.884 3.911
H -0.911 -4.255 2.875
H -1.496 -3.462 1.426
H 0.894 -3.711 1.517
H 0.813 -1.741 3.794
H 1.126 -4.605 3.440
H 2.450 -4.010 4.394
H 0.443 -1.718 5.768
H -0.931 -1.983 7.754
H -1.715 -4.217 8.475
H -1.094 -6.181 7.124
H -0.077 -6.286 3.959
H 1.464 -6.479 4.761
H -0.058 -7.221 5.426
H 4.438 -5.129 1.288
H 4.364 -4.615 3.005
H 2.895 -5.054 2.132
H 5.254 -1.028 1.196
H 5.771 -2.657 0.576
H 5.826 -2.323 2.282
H 2.452 -0.538 5.457
H 2.121 0.133 3.003
H 3.201 -0.206 1.659
H 2.201 1.047 0.218
H 2.303 -0.456 -0.624
H -0.924 0.323 1.324
H -0.068 0.075 2.902
H -1.177 -3.156 -1.052
C -2.250 5.056 -2.983
Cl -2.290 4.804 -4.734
Cl -2.055 6.780 -2.659
Cl -3.762 4.486 -2.272
Cl -0.898 4.162 -2.282
C 4.241 -5.852 -2.365
Cl 2.637 -5.487 -3.004
Cl 4.288 -7.517 -1.797
Cl 5.448 -5.619 -3.625
Cl 4.589 -4.756 -1.002
C -0.395 9.714 -5.561
Cl 1.303 10.021 -5.186
Cl -0.727 10.201 -7.227
Cl -0.739 7.993 -5.367
Cl -1.419 10.642 -4.458
C 4.017 5.012 1.970
Cl 5.689 5.081 1.407
Cl 3.462 6.634 2.377
Cl 2.994 4.344 0.692
Cl 3.931 3.984 3.412
C 3.593 -4.686 8.379
Cl 4.714 -3.599 7.535
Cl 2.154 -4.945 7.370
Cl 4.394 -6.229 8.672
Cl 3.110 -3.958 9.910
C -5.443 9.779 -5.380
Cl -4.566 10.941 -6.378
Cl -6.941 9.319 -6.192
Cl -4.443 8.344 -5.131
Cl -5.820 10.507 -3.812
C -4.983 10.403 -10.561
Cl -3.712 10.061 -9.378
Cl -5.286 8.956 -11.533
Cl -6.460 10.870 -9.712
Cl -4.469 11.721 -11.616
C -5.564 7.097 0.276
Cl -4.511 5.688 0.491
Cl -7.241 6.619 0.556
Cl -5.106 8.352 1.431
Cl -5.398 7.720 -1.368
C 7.008 -8.665 6.395
Cl 5.949 -7.608 5.444
Cl 7.801 -9.817 5.320
Cl 8.224 -7.687 7.218
Cl 6.046 -9.541 7.591
C -6.359 5.425 -8.049
Cl -5.049 5.185 -6.888
Cl -6.648 3.927 -8.942
Cl -7.832 5.887 -7.188
Cl -5.896 6.712 -9.163
C -9.338 7.325 -11.960
Cl -8.562 8.884 -11.653
Cl -8.936 6.776 -13.590
Cl -8.760 6.142 -10.780
Cl -11.090 7.499 -11.811
C 3.494 -10.597 -4.539
Cl 5.188 -10.449 -5.017
Cl 2.840 -8.988 -4.203
Cl 2.575 -11.351 -5.842
Cl 3.377 -11.589 -3.080